47
Properties=species:S:1:pos:R:3:forces:R:3 method="wB97M-V/def2-TZVPD" gap_ha=0.317 relative_energy_kcal_mol=12.6 smiles="CCCC[C@H](CC)CNC(=O)C(=O)[C@H]1C(=O)Nc2ccccc21" e_lumo_ev=0.00
C 0.980 4.218 -1.979 0.18 -0.11 0.15
C 1.872 3.014 -1.705 -0.20 0.03 -0.28
C 1.630 1.895 -2.717 0.28 -0.02 0.31
C 2.505 0.682 -2.413 -0.18 -0.11 -0.19
H 2.367 0.419 -1.360 0.08 0.03 0.04
H 3.554 0.964 -2.534 0.05 -0.03 0.06
C 2.255 -0.583 -3.251 0.02 0.09 0.08
C 2.616 -0.429 -4.741 -0.10 -0.06 0.10
C 1.511 0.092 -5.656 0.19 -0.04 0.06
H 0.705 -0.631 -5.748 -0.14 -0.03 -0.04
H 1.096 1.027 -5.296 -0.12 0.12 -0.01
H 1.921 0.262 -6.650 -0.05 0.03 -0.10
H 2.930 -1.404 -5.121 0.09 0.02 -0.01
H 3.479 0.236 -4.811 0.10 -0.05 -0.01
H 2.938 -1.341 -2.842 -0.05 0.01 -0.03
C 0.829 -1.126 -3.074 0.23 0.13 -0.23
N 0.520 -1.371 -1.688 0.14 -0.28 0.13
C -0.344 -0.636 -0.980 0.36 -0.35 -0.29
O -1.047 0.258 -1.411 -0.14 0.17 0.09
C -0.353 -1.032 0.502 0.12 -0.11 0.05
O 0.483 -1.775 0.957 -0.31 0.23 -0.10
C -1.469 -0.396 1.291 -0.14 0.05 0.17
C -1.011 0.139 2.613 0.02 -0.02 0.21
C -0.128 1.151 2.914 -0.18 -0.17 0.07
C 0.134 1.420 4.252 0.14 0.14 0.09
C -0.473 0.685 5.257 0.04 0.05 -0.03
C -1.362 -0.340 4.963 -0.10 -0.12 -0.12
C -1.618 -0.601 3.632 0.40 0.52 -0.04
N -2.455 -1.550 3.065 -0.25 -0.33 0.50
C -2.460 -1.505 1.703 -0.06 0.07 -0.32
O -3.111 -2.208 0.975 -0.06 -0.13 -0.22
H -3.013 -2.205 3.588 0.01 0.02 -0.15
H -1.833 -0.913 5.747 -0.05 -0.06 0.09
H -0.251 0.910 6.289 0.02 0.02 0.09
H 0.821 2.211 4.510 0.06 0.07 0.04
H 0.346 1.724 2.131 0.07 0.08 -0.09
H -1.957 0.338 0.642 -0.03 -0.16 0.15
H 1.073 -2.047 -1.176 -0.13 0.12 0.06
H 0.726 -2.062 -3.633 -0.08 0.09 -0.03
H 0.090 -0.411 -3.434 0.02 -0.12 -0.07
H 0.576 1.619 -2.673 -0.08 0.01 -0.11
H 1.849 2.275 -3.716 -0.06 0.03 -0.10
H 1.670 2.637 -0.699 0.07 -0.04 0.06
H 2.922 3.319 -1.739 0.05 -0.04 0.08
H -0.067 3.929 -1.929 -0.14 0.02 -0.01
H 1.178 4.623 -2.969 -0.02 0.08 -0.10
H 1.157 5.003 -1.246 -0.05 0.13 0.02

---

51
Properties=species:S:1:pos:R:3:forces:R:3 method="wB97M-V/def2-TZVPD" gap_ha=0.334 relative_energy_kcal_mol=0.0 smiles="CC(C)(C)NC(=O)CN(Cc1cccs1)C(=O)CCC(=O)Nc1nccs1" e_lumo_ev=0.54
C -4.683 -2.161 0.250 0.01 0.19 -0.05
H -4.632 -1.860 1.293 -0.01 -0.03 0.09
H -5.585 -2.746 0.099 -0.12 -0.10 -0.03
H -3.820 -2.783 0.020 0.08 -0.09 -0.04
C -4.702 -0.920 -0.646 -0.28 -0.07 0.13
N -3.474 -0.149 -0.433 -0.06 -0.17 -0.47
C -3.068 0.371 0.738 0.49 0.32 -0.28
O -3.694 0.332 1.776 -0.16 0.02 0.38
C -1.708 1.085 0.657 -0.19 -0.16 0.42
N -0.843 0.567 -0.378 -0.22 0.48 -0.28
C -0.243 -0.648 -0.326 -0.32 -0.58 -0.07
O 0.480 -1.035 -1.229 0.12 -0.06 -0.18
C -0.510 -1.512 0.895 0.13 -0.11 -0.11
C 0.332 -1.060 2.113 -0.14 0.09 0.21
C 1.295 0.043 1.744 -0.08 -0.10 0.48
O 1.149 1.199 2.073 -0.07 0.11 0.12
N 2.382 -0.298 0.979 0.43 0.57 -0.05
C 2.729 -1.505 0.439 0.81 -0.38 -0.68
N 2.310 -2.665 0.800 -0.44 0.38 0.68
C 2.871 -3.650 0.057 0.46 -0.16 -0.62
C 3.753 -3.246 -0.888 -0.06 0.01 0.05
S 3.899 -1.529 -0.875 -0.46 -0.16 0.47
H 4.314 -3.835 -1.583 0.12 -0.18 -0.12
H 2.592 -4.668 0.261 0.02 -0.21 -0.05
H 2.919 0.502 0.655 -0.25 -0.06 0.18
H 0.902 -1.908 2.489 -0.11 0.03 -0.01
H -0.314 -0.679 2.904 0.13 0.08 -0.07
H -1.568 -1.500 1.152 0.00 -0.04 0.04
H -0.224 -2.526 0.617 -0.08 0.14 -0.03
C -0.431 1.471 -1.451 0.14 -0.16 -0.14
C 0.780 2.239 -1.039 -0.03 0.36 0.10
C 2.082 1.906 -1.263 -0.26 0.07 -0.15
C 2.989 2.790 -0.636 0.12 0.13 0.08
C 2.362 3.775 0.055 -0.31 0.11 0.14
S 0.656 3.647 -0.039 0.42 -0.34 -0.36
H 2.798 4.573 0.623 0.15 0.15 0.10
H 4.059 2.697 -0.705 0.20 0.05 -0.01
H 2.374 1.059 -1.859 -0.02 -0.20 -0.13
H -0.185 0.854 -2.320 -0.10 0.20 0.09
H -1.262 2.137 -1.691 0.00 -0.10 -0.01
H -1.908 2.138 0.444 0.02 -0.09 0.06
H -1.238 1.053 1.642 -0.12 0.02 -0.07
H -2.840 -0.092 -1.215 0.05 0.02 0.14
C -4.725 -1.328 -2.117 0.04 0.10 0.26
H -3.857 -1.938 -2.360 0.10 -0.09 -0.05
H -4.729 -0.450 -2.759 -0.01 0.10 -0.10
H -5.619 -1.909 -2.327 -0.08 -0.06 -0.02
C -5.910 -0.042 -0.314 0.14 -0.10 0.02
H -5.923 0.841 -0.949 -0.02 0.09 -0.09
H -6.830 -0.598 -0.467 -0.14 -0.07 -0.04
H -5.858 0.275 0.724 -0.05 0.03 0.06

---

54
Properties=species:S:1:pos:R:3:forces:R:3 method="wB97M-V/def2-TZVPD" gap_ha=0.288 total_charge=+1 e_lumo_ev=-3.79
C 3.717 -2.131 2.853 -0.23 -0.41 -0.23
C 2.816 -2.657 1.686 1.66 0.12 0.82
O 3.013 -1.809 0.560 -0.91 -0.21 0.11
C 1.864 -1.078 0.213 -0.08 0.62 -0.49
C 1.400 -0.045 1.299 1.03 0.23 -1.05
O -0.015 -0.144 1.601 0.23 0.53 0.25
N -0.283 -0.962 2.689 -0.39 -1.34 0.18
C -1.036 -2.189 2.259 -0.95 -0.38 -0.66
C -2.509 -1.865 1.811 0.50 -0.64 0.64
O -3.390 -2.692 2.555 0.04 0.69 -0.06
H 3.798 -1.032 2.846 -0.27 -0.41 0.18
H 3.353 -2.524 3.816 0.16 0.32 -0.18
H 4.749 -2.494 2.732 -0.42 0.07 -0.07
H 1.755 -2.757 1.982 0.23 0.14 -0.23
H 3.201 -3.662 1.448 -0.49 0.28 -0.16
H 1.000 -1.713 -0.063 0.30 -0.01 0.25
H 2.123 -0.512 -0.707 -0.06 -0.30 0.61
H 1.530 0.952 0.851 -0.43 -0.25 0.32
H 2.037 -0.040 2.201 -0.51 -0.25 -0.18
H -0.866 -0.439 3.356 0.09 0.18 -0.15
H 0.558 -1.286 3.187 0.23 0.46 -0.23
H -1.028 -2.910 3.094 -0.09 0.56 -0.04
H -0.538 -2.688 1.418 0.40 0.57 0.36
H -2.606 -2.071 0.734 0.02 0.36 0.31
H -2.774 -0.823 2.048 0.06 -0.29 -0.25
H -3.031 -3.578 2.569 -0.18 -0.46 -0.09
C -4.946 2.953 2.743 0.61 -0.21 0.22
C -5.773 3.396 1.791 -0.73 0.04 0.66
C -5.309 3.608 0.386 0.53 0.02 -0.51
O -6.100 3.993 -0.447 -0.27 0.02 0.19
C -3.901 3.342 0.080 -0.24 0.06 -0.13
C -3.081 2.906 1.035 0.46 0.08 -0.59
C -3.550 2.667 2.429 -0.85 0.13 0.46
O -2.756 2.240 3.253 0.41 -0.26 -0.18
O -1.780 2.650 0.803 -0.40 -0.05 0.21
O -7.056 3.669 2.046 0.66 -0.08 -0.47
H -5.270 2.791 3.762 -0.03 0.02 -0.02
H -3.570 3.515 -0.935 0.00 0.00 0.01
H -1.426 2.357 1.657 0.14 0.00 0.17
H -7.433 3.968 1.200 -0.20 0.07 -0.07
C 2.963 -0.972 -3.802 -0.05 0.48 0.36
C 3.056 -1.482 -5.033 -0.06 -0.90 0.41
C 3.192 -0.607 -6.236 0.05 0.80 -0.32
O 3.291 -1.119 -7.330 -0.03 -0.38 0.07
C 3.194 0.842 -6.033 0.01 -0.32 -0.21
C 3.098 1.351 -4.803 0.06 0.76 -0.41
C 2.988 0.474 -3.600 -0.01 -0.79 0.16
O 2.920 0.987 -2.495 -0.09 0.28 0.02
O 3.095 2.676 -4.584 -0.03 -0.67 0.22
O 3.034 -2.802 -5.252 0.03 0.71 -0.21
H 2.868 -1.597 -2.925 0.05 -0.04 -0.03
H 3.276 1.467 -6.911 0.01 0.01 0.02
H 3.019 2.781 -3.622 0.02 0.15 0.14
H 3.119 -2.906 -6.217 0.03 -0.14 -0.15

---

48
Properties=species:S:1:pos:R:3:forces:R:3 method="wB97M-V/def2-TZVPD" gap_ha=0.303 total_charge=+1 e_lumo_ev=-4.45
C -0.834 3.118 2.946 0.11 -0.36 0.17
C -1.903 2.078 3.293 -0.14 0.71 0.09
C -2.823 1.625 2.159 0.26 -0.54 -0.04
C -2.158 1.035 0.936 -0.03 -0.23 -0.07
C -1.238 1.700 0.133 -0.07 -0.37 -0.08
C -0.658 1.122 -1.005 -0.31 0.14 -0.54
C 0.418 1.925 -1.698 -0.02 -0.05 0.77
C 1.743 1.703 -0.952 0.43 0.41 -0.94
O 2.412 0.527 -1.413 -0.68 -0.06 0.92
Si 2.552 -0.756 -0.367 0.59 -0.71 -0.56
C 0.982 -0.999 0.684 0.43 -0.30 0.56
C 4.023 -0.686 0.783 -0.28 -0.10 0.05
C 2.717 -2.291 -1.446 -0.17 0.40 0.71
C -1.047 -0.170 -1.396 -0.15 0.59 0.42
C -1.965 -0.853 -0.584 -0.12 0.38 -0.17
C -2.504 -0.267 0.553 0.25 -0.12 -0.18
C -2.400 -2.235 -0.947 0.17 0.16 -0.53
O -3.403 -2.714 -0.472 -0.41 -0.46 0.79
C -1.567 -2.985 -1.877 0.57 -0.12 0.15
C -0.696 -2.340 -2.663 0.13 -0.36 -0.03
O 0.076 -2.988 -3.538 -0.53 -0.18 -0.11
C -0.530 -0.853 -2.608 -0.30 0.06 0.02
O -0.019 -0.316 -3.556 0.25 0.22 -0.31
H -0.579 3.700 3.827 0.02 0.07 0.07
H -1.163 3.807 2.176 -0.09 0.18 -0.05
H 0.087 2.639 2.620 0.10 0.03 -0.21
H -1.446 1.226 3.793 0.10 -0.20 -0.09
H -2.546 2.532 4.045 -0.17 -0.08 0.09
H -3.449 0.832 2.565 -0.23 0.01 0.05
H -3.515 2.409 1.859 0.12 0.29 -0.06
H -0.937 2.700 0.395 0.03 0.18 -0.03
H 0.512 1.708 -2.750 0.16 -0.17 -0.13
H 0.188 2.984 -1.602 -0.17 0.10 0.04
H 2.392 2.553 -1.156 0.14 0.02 -0.05
H 1.575 1.702 0.127 -0.03 -0.10 0.13
H 0.295 -1.627 0.120 0.32 0.34 -0.41
H 1.281 -1.534 1.597 0.27 -0.02 -0.01
H 0.493 -0.083 1.010 -0.16 0.01 -0.08
H 3.788 -0.328 1.783 0.05 0.30 0.05
H 4.863 -0.134 0.373 0.04 0.22 -0.03
H 4.373 -1.710 0.914 0.00 -0.14 0.00
H 1.814 -2.896 -1.376 -0.11 -0.06 -0.28
H 3.522 -2.906 -1.054 0.21 -0.09 -0.15
H 2.914 -2.023 -2.477 0.01 -0.09 -0.21
H -3.222 -0.837 1.129 -0.18 0.03 -0.02
H -1.662 -4.057 -1.939 -0.32 -0.11 -0.15
H 0.133 -2.479 -4.362 0.41 0.30 0.14
Na -0.891 -2.556 1.413 -0.50 -0.14 0.28

---

53
Properties=species:S:1:pos:R:3:forces:R:3 method="wB97M-V/def2-TZVPD" gap_ha=0.227 relative_energy_kcal_mol=16.4 total_charge=+3 e_lumo_ev=-9.68
Al 0.574 0.535 0.102 -0.15 -0.29 0.29
N -2.617 -1.945 0.648 0.74 -0.17 0.09
C -3.882 -1.387 0.362 -0.90 0.27 -0.17
C -4.999 -2.189 0.532 0.15 0.19 -0.05
C -6.263 -1.697 0.231 0.12 -0.01 0.01
C -6.402 -0.407 -0.243 0.16 0.10 -0.03
C -5.278 0.405 -0.415 0.00 -0.12 0.05
C -4.027 -0.088 -0.108 0.64 -0.23 0.18
S -2.587 0.965 -0.326 -0.24 0.03 -0.06
N -1.273 -0.100 0.083 -0.08 -0.60 0.18
C -1.442 -1.351 0.475 -0.88 0.86 -0.20
C -0.193 -2.085 0.709 0.59 -0.92 0.28
C -0.113 -3.369 1.242 -0.09 0.50 -0.23
C 1.132 -3.959 1.404 0.31 0.18 -0.12
C 2.267 -3.274 0.987 -0.38 -0.14 0.12
C 2.110 -2.004 0.468 0.31 0.04 -0.01
N 0.922 -1.404 0.352 -0.15 0.00 -0.01
H -2.658 -2.908 0.953 0.21 0.09 -0.07
H -4.875 -3.198 0.897 -0.06 -0.16 0.04
H -7.127 -2.330 0.363 -0.07 -0.03 0.01
H -7.378 -0.016 -0.488 -0.07 0.03 -0.01
H -5.392 1.411 -0.786 -0.03 0.15 -0.05
H -0.988 -3.927 1.540 -0.10 0.08 0.02
H 1.218 -4.940 1.844 -0.02 -0.11 0.01
H 3.244 -3.719 1.080 0.12 0.02 -0.06
H 2.959 -1.430 0.130 0.05 0.04 0.02
C 4.799 0.644 -0.508 0.03 -0.08 0.08
Se 3.168 1.470 0.204 -0.01 -0.06 0.37
C 3.529 1.218 2.130 0.17 -0.19 -0.18
C 2.416 1.714 3.025 -0.18 0.18 0.05
Se 0.636 0.900 2.668 0.46 0.14 -0.36
C -0.465 2.394 3.237 -0.17 0.31 -0.01
H 4.946 -0.354 -0.103 -0.01 0.02 -0.01
H 5.635 1.288 -0.231 -0.15 -0.03 0.02
H 4.723 0.608 -1.594 -0.10 0.00 0.09
H 4.432 1.802 2.334 -0.10 -0.15 0.03
H 3.741 0.158 2.294 0.04 0.14 -0.02
H 2.273 2.795 2.947 0.00 -0.16 -0.02
H 2.656 1.466 4.066 -0.13 0.05 -0.21
H -0.253 3.276 2.637 0.04 -0.05 0.03
H -0.247 2.578 4.289 0.03 -0.09 -0.10
H -1.510 2.113 3.128 0.03 -0.10 -0.03
C 2.227 1.983 -4.818 0.00 -0.05 -0.58
N 1.808 2.130 -3.436 0.18 0.16 0.21
C 0.620 1.836 -2.964 0.00 -0.09 0.42
N -0.327 1.275 -3.690 0.11 0.01 -0.35
S 0.268 2.298 -1.303 -0.20 0.42 0.09
H 3.276 2.255 -4.893 -0.03 -0.05 0.01
H 1.659 2.648 -5.471 -0.02 0.01 0.02
H 2.105 0.953 -5.158 0.04 -0.01 0.05
H 2.427 2.647 -2.823 -0.25 -0.09 0.00
H -0.215 1.130 -4.687 0.01 -0.01 0.04
H -1.260 1.184 -3.316 0.02 -0.01 0.12